Computed, not measured: the molecule C5H4N2 in a non-equilibrium geometry, with ωB97M-V/def2-TZVPD.

Element x y z (Å)
N  -0.98147  2.01433  -0.78358
N  -2.03811  -0.26418  0.08939
C  -0.12671  1.19627  -0.51603
C  0.33012  0.03074  -0.08036
C  -0.89361  -0.80437  0.17143
C  1.68508  -0.36641  0.06253
C  2.83897  -0.67497  0.20421
H  -1.16825  2.59099  0.03495
H  -0.68034  -1.86314  0.35243
H  -2.82374  -0.89598  0.15397
H  3.85805  -0.96330  0.31106

Computed properties:
ΔE to the lowest compared entry with this formula, charge and spin (kcal/mol): 83.7
Maximum force (eV/Å): 1.32
Highest occupied orbital energy (eV): -8.654
SMILES: [H]/N=C/C(=C=N)C#C

Computed, not measured: the molecule C5H4N2, with ωB97M-V/def2-TZVPD.

Element x y z (Å)
N  -1.90691  -0.16142  -0.36190
N  -1.78876  1.08686  0.11418
C  2.80925  -0.40318  0.30315
C  0.23006  0.05031  0.04239
C  -0.49839  1.22611  0.36330
C  -0.73343  -0.82268  -0.42722
C  1.62839  -0.19741  0.17830
H  -2.82301  -0.50374  -0.60836
H  -0.66107  -1.83835  -0.78670
H  -0.11025  2.15452  0.76460
H  3.85411  -0.59102  0.41827

Computed properties:
ΔE to the lowest compared entry with this formula, charge and spin (kcal/mol): 41.5
Maximum force (eV/Å): 0.44
Highest occupied orbital energy (eV): -8.919
SMILES: C#Cc1cn[nH]c1

Computed, not measured: the molecule C5H4N2 in a non-equilibrium geometry, with ωB97M-V/def2-TZVPD.

Element x y z (Å)
N  -1.56016  2.00253  -0.15402
N  -0.33395  -1.39469  0.51775
C  0.02284  -0.45231  -0.45836
C  2.29686  0.80620  0.02526
C  -1.39604  0.89435  0.16380
C  1.19726  0.35145  -0.17779
C  -1.47962  -0.54897  0.36059
H  -2.24567  -1.03689  -0.24414
H  0.19362  -1.24703  1.36760
H  -0.19286  -0.62245  -1.50118
H  3.27012  1.22011  0.20105

Computed properties:
ΔE to the lowest compared entry with this formula, charge and spin (kcal/mol): 120.3
Maximum force (eV/Å): 2.14
Highest occupied orbital energy (eV): -9.166
SMILES: C#C[C@H]1N[C@H]1C#N

Computed, not measured: the molecule C5H4N2, with ωB97M-V/def2-TZVPD.

Element x y z (Å)
N  -1.69313  0.85344  -0.67732
N  -1.73019  -0.20628  0.15384
C  -0.57368  -0.40111  0.80242
C  -0.47330  1.34358  -0.54189
C  1.64070  0.06210  0.17821
C  0.30776  0.56071  0.35138
C  2.40305  -0.81402  -0.15173
H  2.84960  -1.68964  -0.56542
H  -2.45002  -0.89942  0.03494
H  -0.38270  -1.22259  1.47764
H  -0.18431  2.22565  -1.09776

Computed properties:
ΔE to the lowest compared entry with this formula, charge and spin (kcal/mol): 66.9
Maximum force (eV/Å): 0.64
Highest occupied orbital energy (eV): -8.677
SMILES: C#Cc1cn[nH]c1

Computed, not measured: the molecule C5H4N2 in a non-equilibrium geometry, with ωB97M-V/def2-TZVPD.

Element x y z (Å)
N  1.01770  -0.10246  -1.68340
N  0.31881  1.03506  -1.49443
C  -0.37430  -0.48072  1.62386
C  0.87389  -0.76715  -0.55629
C  -0.85532  -0.99573  2.64504
C  0.07262  -0.04754  0.36879
C  -0.27973  1.11087  -0.29815
H  -1.49060  -1.66549  2.03481
H  -0.89676  1.94129  0.01373
H  1.30985  -1.74940  -0.42330
H  0.30384  1.72126  -2.23065

Computed properties:
ΔE to the lowest compared entry with this formula, charge and spin (kcal/mol): 76.6
Maximum force (eV/Å): 1.23
Highest occupied orbital energy (eV): -9.365
SMILES: C#Cc1cn[nH]c1

Computed, not measured: a structure of composition C5H4N2, with ωB97M-V/def2-TZVPD.

Element x y z (Å)
N  0.52827  -1.75953  -1.19504
N  -0.39714  -1.04074  -1.84468
C  -0.72301  0.07390  -1.01794
C  -0.03178  1.60959  2.22676
C  0.01639  -0.01377  0.16223
C  0.75126  -1.19117  -0.00781
C  -0.00690  0.87243  1.27470
H  0.02698  0.11884  -2.07806
H  -1.57308  0.68846  -1.27987
H  1.45467  -1.62524  0.69208
H  -0.04567  2.26723  3.06763

Computed properties:
ΔE to the lowest compared entry with this formula, charge and spin (kcal/mol): 96.0
Maximum force (eV/Å): 0.55
Highest occupied orbital energy (eV): -9.460

Computed, not measured: the molecule C5H4N2, with ωB97M-V/def2-TZVPD.

Element x y z (Å)
N  -0.63845  -1.67692  -0.14730
N  -0.29752  -1.84692  1.02894
C  0.90429  0.59787  -0.51634
C  -0.97482  2.32062  -1.16764
C  0.99939  0.09290  0.69351
C  -0.10590  1.54278  -0.86790
C  0.64352  -0.84581  1.52897
H  1.57526  0.23497  -1.29085
H  -1.29054  -2.42989  -0.38647
H  0.93766  -0.98832  2.55717
H  -1.75289  2.99872  -1.43209

Computed properties:
ΔE to the lowest compared entry with this formula, charge and spin (kcal/mol): 116.9
Maximum force (eV/Å): 0.55
Highest occupied orbital energy (eV): -9.268
SMILES: [H]/N=N/C=C=CC#C

Computed, not measured: the molecule C5H4N2 in a non-equilibrium geometry, with ωB97M-V/def2-TZVPD.

Element x y z (Å)
N  -1.59278  1.36896  -0.92840
N  -2.03760  -0.58758  -0.11127
C  1.49394  -0.13076  0.02427
C  -0.86681  -0.70438  0.43558
C  2.64884  -0.44933  -0.10564
C  0.13053  0.21119  0.10291
C  -0.38638  1.38809  -0.53579
H  -0.63502  -1.43835  1.20917
H  -2.76401  -1.13159  0.38663
H  3.67438  -0.71871  -0.17536
H  0.28190  2.26020  -0.67649

Computed properties:
ΔE to the lowest compared entry with this formula, charge and spin (kcal/mol): 121.6
Maximum force (eV/Å): 1.03
Highest occupied orbital energy (alpha / beta) (eV): -8.114 / -8.081

Computed, not measured: the molecule C5H4N2O in a non-equilibrium geometry, with ωB97M-V/def2-TZVPD.

Element x y z (Å)
O  -2.56506  1.04023  -0.29223
N  1.24702  -0.98245  -0.22902
N  0.25518  1.14132  -0.09512
C  0.03384  -0.21258  -0.23402
C  2.17444  -0.10248  -0.14063
C  1.51829  1.20013  0.06202
C  -2.41923  -0.16046  0.07226
C  -1.13602  -0.91839  -0.00779
H  -3.22579  -0.86099  0.49613
H  -1.20200  -2.03296  0.00679
H  2.04760  2.21188  0.27260
H  3.27174  -0.32325  0.08903

Computed properties:
ΔE to the lowest compared entry with this formula, charge and spin (kcal/mol): 45.0
Maximum force (eV/Å): 4.72
Highest occupied orbital energy (eV): -10.033
SMILES: O=CC=C1N=CC=N1

Computed, not measured: the molecule C5H4N2O in a non-equilibrium geometry, with ωB97M-V/def2-TZVPD.

Element x y z (Å)
O  -1.88467  -1.23418  -1.85454
N  0.15546  0.84574  -0.86931
N  0.77373  1.53318  -0.18043
C  -0.97665  -1.42675  -0.92027
C  0.18464  -0.70165  1.03494
C  0.85733  0.26157  1.81662
C  1.25562  1.34092  1.07072
C  -0.17662  -0.33532  -0.22383
H  1.67460  2.19602  1.57592
H  1.02715  0.13737  2.89212
H  -0.08016  -1.62959  1.36750
H  -0.91452  -2.31543  -0.32022

Computed properties:
ΔE to the lowest compared entry with this formula, charge and spin (kcal/mol): 69.7
Maximum force (eV/Å): 12.86
Highest occupied orbital energy (eV): -8.748
SMILES: O=Cc1cccnn1

Computed, not measured: the molecule C5H4N2O in a non-equilibrium geometry, with ωB97M-V/def2-TZVPD.

Element x y z (Å)
O  2.04413  0.31069  -0.37214
N  -1.50687  0.77414  -0.17657
N  -2.06015  -0.32035  0.36195
C  -1.11403  -1.21063  0.64696
C  -0.15101  0.63697  -0.20282
C  0.16702  -0.65295  0.30118
C  1.01187  1.18055  -0.56313
C  1.50382  -0.89089  0.08190
H  2.21339  -1.66919  0.29339
H  1.24980  2.11149  -1.13418
H  -2.03053  1.63823  -0.19992
H  -1.32257  -2.12080  1.13566

Computed properties:
ΔE to the lowest compared entry with this formula, charge and spin (kcal/mol): 35.5
Maximum force (eV/Å): 3.22
Highest occupied orbital energy (eV): -7.961
SMILES: c1n[nH]c2cocc12

Computed, not measured: the molecule C5H4N2O in a non-equilibrium geometry, with ωB97M-V/def2-TZVPD.

Element x y z (Å)
O  -0.24671  2.01882  0.01889
N  -1.65657  -1.09466  0.00593
N  -0.35780  -1.47320  -0.08716
C  -0.53170  0.71314  -0.10704
C  2.96163  -0.38856  -0.01057
C  -1.78274  0.21584  -0.09650
C  1.74730  -0.25736  -0.05549
C  0.36769  -0.36233  -0.13086
H  0.73237  2.11843  -0.20155
H  3.99964  -0.36275  0.21683
H  -2.81311  0.61540  0.16350
H  -2.42000  -1.74277  0.28401

Computed properties:
ΔE to the lowest compared entry with this formula, charge and spin (kcal/mol): 57.8
Maximum force (eV/Å): 3.87
Highest occupied orbital energy (eV): -8.571
SMILES: C#Cc1n[nH]cc1O

Computed, not measured: the molecule C5H4N2O in a non-equilibrium geometry, with ωB97M-V/def2-TZVPD.

Element x y z (Å)
O  -1.49150  -1.12873  -1.15802
N  -1.20901  1.01585  -0.66533
N  0.34606  -1.98697  0.09226
C  -0.40239  -1.09539  -0.23520
C  0.85355  0.99725  0.50789
C  -0.26109  0.38153  -0.05139
C  1.82754  0.16867  0.99008
C  -2.02285  0.09094  -1.14246
H  -3.03072  0.02740  -1.51452
H  2.54223  0.32617  1.68838
H  0.94719  1.99498  0.77937
H  1.90100  -0.79170  0.70895

Computed properties:
ΔE to the lowest compared entry with this formula, charge and spin (kcal/mol): 92.4
Maximum force (eV/Å): 3.77
Highest occupied orbital energy (alpha / beta) (eV): -7.973 / -9.314

Computed, not measured: the molecule C5H4N2O in a non-equilibrium geometry, with ωB97M-V/def2-TZVPD.

Element x y z (Å)
O  2.54942  -0.80476  -2.62125
N  -0.62731  0.83111  -0.52621
N  1.31222  -0.89222  -0.76757
C  -0.24064  -0.82155  1.17565
C  -1.49707  0.92907  0.40603
C  1.79455  -0.27552  -1.90905
C  0.17294  -0.36083  -0.27270
C  -1.17142  0.10551  1.65686
H  -2.26841  1.66594  0.50468
H  -1.92594  0.22650  2.53120
H  0.32180  -1.54869  1.89612
H  1.57986  0.94544  -2.07376

Computed properties:
ΔE to the lowest compared entry with this formula, charge and spin (kcal/mol): 64.8
Maximum force (eV/Å): 5.76
Highest occupied orbital energy (eV): -9.877
SMILES: O=C/N=C1/C=CC=N1

Computed, not measured: a cluster of 2 separate species, C5H4N2O2 in total in a non-equilibrium geometry, with ωB97M-V/def2-TZVPD.

Element x y z (Å)
O  -2.17066  -1.12226  0.00794
O  0.91145  -1.31164  0.00221
N  0.53982  0.78772  -0.22664
N  -0.34703  1.75927  0.06527
C  0.04341  -0.50603  -0.25731
C  -1.31364  -0.28419  -0.11631
C  2.11509  -0.66560  -0.05914
C  -1.49001  1.07825  0.02234
C  1.92004  0.69487  0.15090
H  2.42033  1.51966  0.38611
H  -2.49738  1.64596  0.56954
H  2.97917  -1.34904  0.62444
H  -1.82725  -2.07816  1.02536

Computed properties:
ΔE to the lowest compared entry with this formula, charge and spin (kcal/mol): 186.9
Maximum force (eV/Å): 11.87
Highest occupied orbital energy (eV): -7.710

Computed, not measured: the molecule C5H4N2OS in a non-equilibrium geometry, with ωB97M-V/def2-TZVPD.

Element x y z (Å)
S  -1.45007  -2.85888  0.84147
O  0.29571  0.75165  -1.71517
N  -0.32417  1.90508  -1.33301
N  -0.95218  -0.16801  1.24140
C  -1.17217  -1.34089  1.06221
C  1.09286  -1.21138  -0.59901
C  -0.51342  1.93031  -0.08130
C  0.57094  -0.00392  -0.60100
C  0.01857  0.70113  0.61695
H  1.27143  -1.73216  0.32225
H  0.77594  0.96472  1.36615
H  -0.94282  2.79207  0.38889
H  1.32940  -1.72973  -1.50983

Computed properties:
ΔE to the lowest compared entry with this formula, charge and spin (kcal/mol): 42.2
Maximum force (eV/Å): 1.18
Highest occupied orbital energy (eV): -9.432
SMILES: C=C1ON=C[C@H]1N=C=S